Entry 1:
{"formula": "C3H5NS", "method": "ωB97M-V with the def2-TZVPD basis set", "elements": ["C", "C", "C", "H", "H", "H", "H", "H", "N", "S"], "positions_angstrom": [[0.9271, 0.0220, 0.4853], [0.0909, -0.9121, -0.0332], [-1.0971, -0.5996, -0.7732], [1.0208, 1.9018, 0.9220], [-0.2945, 1.4438, -0.0597], [1.8435, -0.3436, 0.9211], [0.3112, -1.9938, 0.3308], [-1.6015, -1.5348, -0.8541], [0.6273, 1.2441, 0.2933], [-1.8276, 0.7722, -1.2323]], "mulliken_charge": [0.21, -0.52, -0.10, 0.25, 0.04, 0.34, 0.19, 0.28, -0.24, -0.45], "largest_force_ha_per_bohr": 0.071, "energy_ha": -570.20444, "total_charge": 0, "smiles": "N/C=C\\C=S", "e_lumo_ev": 0.04, "mol_weight_g_mol": 87.15, "relative_energy_kj_mol": 79.1, "orbital_gap_ev": 8.40}

Entry 2:
{"formula": "C3H5NS2", "method": "ωB97M-V with the def2-TZVPD basis set", "elements": ["C", "C", "C", "N", "S", "S", "H", "H", "H", "H", "H"], "positions_angstrom": [[0.1040, -0.5647, -0.2698], [-0.5031, 0.4118, 0.7461], [2.0014, 0.9793, -0.8225], [1.4425, -0.1685, -0.5955], [-0.8177, 1.9975, -0.2363], [2.8997, 0.1128, 0.4374], [0.0764, -1.5410, 0.1592], [-0.4428, -0.5957, -1.1969], [-1.4571, -0.0615, 1.2178], [0.2821, 0.6198, 1.4874], [0.1832, 1.8807, -1.1661]], "mulliken_charge": [-0.63, -0.43, -0.20, 0.13, -0.21, -0.19, 0.30, 0.37, 0.34, 0.32, 0.21], "largest_force_ha_per_bohr": 0.044, "energy_ha": -968.29663, "total_charge": 0, "e_lumo_ev": 0.12, "mol_weight_g_mol": 119.21, "relative_energy_kj_mol": 389.8, "orbital_gap_ev": 9.09}

Entry 3:
{"formula": "C3H5NS2", "method": "ωB97M-V with the def2-TZVPD basis set", "elements": ["C", "C", "C", "H", "H", "H", "H", "H", "N", "S", "S"], "positions_angstrom": [[-0.1757, 0.9107, 0.0573], [0.9975, 1.4256, -0.2358], [-1.3894, -1.2667, -0.1358], [1.9460, -0.9197, 1.0273], [-1.1649, 1.3235, 0.2760], [1.9192, 0.8413, -0.7832], [0.9875, 2.3940, 0.1479], [-1.3244, -2.2894, -0.0170], [-0.1936, -0.5712, -0.1177], [1.2001, -1.4645, -0.1166], [-2.8022, -0.3836, -0.1024]], "mulliken_charge": [0.02, -0.80, 0.02, 0.19, 0.25, 0.29, 0.30, 0.34, 0.00, -0.23, -0.38], "largest_force_ha_per_bohr": 0.091, "energy_ha": -968.33656, "total_charge": 0, "smiles": "C=CN(S)C=S", "e_lumo_ev": 0.03, "mol_weight_g_mol": 119.21, "relative_energy_kj_mol": 284.9, "orbital_gap_ev": 8.56}

Entry 4:
{"formula": "C3H5NS2", "method": "ωB97M-V with the def2-TZVPD basis set", "elements": ["C", "C", "C", "H", "H", "H", "H", "H", "N", "S", "S"], "positions_angstrom": [[-0.0358, 0.2679, 0.3795], [1.3363, -0.3195, 0.1050], [-0.8467, -0.9732, 0.1036], [-0.4296, 1.1883, -1.3710], [-1.5452, 1.4174, -0.2222], [-0.1482, 0.5166, 1.4179], [1.9425, 0.0626, -0.7778], [2.0410, -0.4441, 0.9730], [-0.5177, 1.4324, -0.3585], [0.6312, -1.9668, -0.2268], [-2.4279, -1.1816, -0.0228]], "mulliken_charge": [-0.12, -0.48, 0.16, 0.31, 0.29, 0.32, 0.32, 0.25, -0.65, -0.12, -0.28], "largest_force_ha_per_bohr": 0.045, "energy_ha": -968.40437, "total_charge": 0, "e_lumo_ev": -0.24, "mol_weight_g_mol": 119.21, "relative_energy_kj_mol": 106.9, "orbital_gap_ev": 8.65}

Q: Which formula does entry 2 have?
A: C3H5NS2

Q: What is the formula in the third record?
A: C3H5NS2